[1]
A cluster of 10 separate species, C5H30N2O10 in total at a distorted geometry, computed with wB97M-V/def2-TZVPD.

Last column: Mulliken charge in e.
Geometry (Å):
N  1.10  -2.92  -1.28  -0.55
C  0.36  -2.25  -0.20  0.81
C  -0.56  -3.27  0.54  -1.35
C  -0.66  -1.34  -0.91  -1.49
N  -0.39  0.02  -1.50  0.19
C  -1.77  0.50  -1.96  -0.31
C  -2.05  1.84  -1.51  -0.30
O  -1.50  2.50  -0.65  -0.53
H  1.56  -3.75  -0.96  0.27
H  0.51  -3.07  -2.08  0.37
H  0.91  -1.71  0.62  0.10
H  0.04  -4.11  0.88  0.46
H  -1.35  -3.66  -0.11  0.27
H  -1.15  -2.89  1.38  0.31
H  -1.48  -1.19  -0.21  0.71
H  -1.02  -1.89  -1.83  0.25
H  -0.13  0.49  -0.59  0.25
H  -1.73  0.45  -3.08  0.58
H  -2.64  -0.12  -1.75  0.24
H  -2.71  2.48  -2.06  0.47
H  4.14  2.01  -2.49  0.31
H  3.57  0.68  -2.04  0.37
O  4.12  1.41  -1.72  -0.66
H  -1.34  0.35  3.73  0.34
H  -0.21  -0.55  3.42  0.29
O  -1.14  -0.46  3.19  -0.65
H  -1.57  -3.94  -1.86  0.33
H  -2.70  -2.95  -1.92  0.35
O  -2.30  -3.65  -2.43  -0.61
H  -1.30  4.01  1.34  0.35
H  -0.46  2.78  1.06  0.25
O  -0.72  3.37  1.76  -0.61
H  1.83  -1.61  -2.45  0.26
H  1.80  0.01  -2.53  0.35
O  2.37  -0.77  -2.53  -0.70
H  -0.48  2.32  3.33  0.47
H  0.73  2.08  4.20  0.33
O  -0.25  1.80  4.10  -0.73
H  2.56  -0.36  0.00  0.31
H  3.45  0.93  0.37  0.30
O  2.80  0.29  0.67  -0.56
H  1.23  2.35  1.35  0.19
H  1.78  1.20  2.10  0.37
O  1.63  2.15  2.20  -0.59
H  -1.72  1.27  0.94  0.29
H  -1.87  -0.15  1.67  0.49
O  -2.11  0.39  0.89  -0.59

F_max   6.25 eV/Å
Multiplicity   2
Total charge   +1
HOMO-LUMO gap (alpha / beta)   9.3791 / 3.9821 eV
ΔE to the lowest compared entry with this formula, charge and spin   98.2 kcal per mole
Highest occupied orbital energy (alpha / beta)   -0.4847 / -0.4847 Ha

[2]
A structure of composition C23H41N2NiO2P2 at a distorted geometry, computed with wB97M-V/def2-TZVPD.

Last column: Mulliken charge in e.
Geometry (Å):
Ni  0.31  -0.18  0.18  0.53
P  -0.41  1.69  -0.68  1.67
C  0.61  1.79  -2.13  -2.14
C  1.85  1.10  -2.05  1.61
N  1.89  0.08  -1.11  0.27
C  3.01  -0.65  -0.95  0.63
C  4.19  -0.32  -1.62  -0.97
C  4.17  0.72  -2.57  -0.54
C  2.98  1.37  -2.85  -1.27
C  2.90  -1.84  -0.02  -1.42
P  1.09  -2.18  0.15  1.16
H  2.90  2.16  -3.59  0.50
H  5.10  -0.90  -1.42  0.51
H  5.07  0.98  -3.11  0.46
H  3.41  -2.73  -0.44  0.68
H  3.34  -1.64  0.98  0.43
H  -0.37  0.46  -3.39  0.15
H  0.45  2.52  -2.94  0.41
H  -1.42  -1.10  -2.54  0.53
O  -0.61  -0.33  -3.87  -0.69
H  -1.27  0.09  -4.47  0.32
H  -0.77  -0.97  -0.89  -0.49
O  -1.86  -1.26  -1.68  -0.43
H  -2.02  -2.23  -1.75  0.41
C  0.80  -3.16  -1.34  -1.50
H  1.70  -3.76  -1.54  0.45
H  -0.06  -3.83  -1.18  0.37
H  0.63  -2.53  -2.22  0.36
C  0.91  -3.30  1.54  -1.25
H  -0.15  -3.61  1.58  0.35
H  1.54  -4.19  1.42  0.44
H  1.16  -2.79  2.48  0.27
C  0.08  3.26  0.08  -1.34
H  -0.35  4.08  -0.51  0.58
H  -0.28  3.27  1.10  0.21
H  1.18  3.35  0.07  0.37
C  -2.16  1.88  -1.09  -1.37
H  -2.73  1.68  -0.18  0.36
H  -2.35  2.91  -1.42  0.51
H  -2.50  1.19  -1.88  0.32
C  -3.13  -0.25  5.80  -1.70
C  -2.69  -0.31  4.35  0.07
C  -3.61  -0.69  3.38  -0.73
C  -3.24  -0.78  2.03  0.38
C  -4.25  -1.18  0.98  -1.88
C  -1.92  -0.49  1.68  1.05
C  -0.95  -0.05  2.63  0.93
C  -1.38  0.01  3.99  -0.76
N  0.28  0.28  2.12  0.48
C  1.33  0.85  3.00  0.57
C  0.85  2.14  3.68  -1.51
C  1.78  -0.19  4.03  -1.41
C  2.57  1.22  2.17  -1.59
H  -3.98  0.45  5.91  0.35
H  -3.48  -1.24  6.14  0.34
H  -2.30  0.08  6.44  0.34
H  -4.64  -0.93  3.66  0.36
H  -4.61  -2.21  1.14  0.39
H  -5.13  -0.52  1.01  0.40
H  -3.84  -1.11  -0.03  0.11
H  -1.57  -0.56  0.61  0.37
H  -0.70  0.31  4.78  0.19
H  1.64  2.48  4.36  0.50
H  0.69  2.92  2.92  0.31
H  -0.07  2.00  4.25  0.30
H  2.25  -1.05  3.53  0.22
H  2.52  0.27  4.69  0.51
H  0.95  -0.55  4.65  0.22
H  3.04  0.35  1.71  0.10
H  2.34  1.97  1.41  0.01
H  3.30  1.66  2.86  0.68

F_max   1.67 eV/Å
Multiplicity   3
Total charge   +1
HOMO-LUMO gap (alpha / beta)   5.8936 / 3.5147 eV
ΔE to the lowest compared entry with this formula, charge and spin   65.5 kcal per mole
Highest occupied orbital energy (alpha / beta)   -0.3181 / -0.3169 Ha

[3]
A cluster of 7 separate species, C40H30Br2NO12S2 in total at a distorted geometry, computed with wB97M-V/def2-TZVPD.

Last column: Mulliken charge in e.
Geometry (Å):
C  8.43  1.21  -1.99  -0.79
C  7.77  2.67  -2.43  -0.04
Br  8.03  3.00  -4.39  -0.12
C  6.20  2.80  -1.93  -0.33
Br  6.22  3.35  0.03  0.06
S  5.32  4.18  -2.84  0.24
N  3.63  3.83  -3.16  -0.27
C  3.45  2.49  -3.48  0.37
S  3.21  0.79  -3.20  0.05
H  7.59  0.44  -1.62  0.33
H  8.96  0.79  -2.98  0.34
H  9.22  1.37  -1.12  0.06
H  8.43  3.49  -1.87  0.57
H  5.71  1.74  -2.03  0.28
H  5.29  5.28  -1.94  0.32
C  1.68  2.03  0.09  -0.15
C  0.83  2.82  -0.57  -0.45
C  -0.61  2.85  -0.23  0.09
O  -1.39  3.57  -0.83  -0.55
C  -1.06  1.99  0.88  -0.18
C  -0.21  1.20  1.54  -0.25
C  1.23  1.17  1.19  0.09
O  2.01  0.45  1.80  -0.59
H  2.74  1.99  -0.16  0.58
H  1.14  3.46  -1.39  0.45
H  -2.12  2.03  1.12  0.50
H  -0.52  0.56  2.35  0.53
C  4.36  2.91  3.36  -0.16
C  3.16  2.69  3.89  -0.40
C  2.39  3.78  4.54  0.29
O  1.29  3.58  5.03  -0.55
C  3.01  5.12  4.56  -0.38
C  4.21  5.34  4.02  -0.48
C  4.98  4.26  3.38  0.39
O  6.08  4.46  2.88  -0.60
H  4.93  2.13  2.88  0.48
H  2.69  1.71  3.89  0.52
H  2.44  5.91  5.04  0.43
H  4.68  6.32  4.03  0.43
C  -3.95  -1.96  5.13  -0.43
C  -3.29  -0.87  4.74  -0.43
C  -3.10  -0.56  3.30  0.40
O  -2.49  0.44  2.94  -0.50
C  -3.68  -1.50  2.32  -0.39
C  -4.35  -2.59  2.72  -0.48
C  -4.53  -2.90  4.15  0.30
O  -5.15  -3.89  4.51  -0.55
H  -4.10  -2.20  6.18  0.41
H  -2.85  -0.17  5.44  0.45
H  -3.53  -1.26  1.28  0.47
H  -4.78  -3.29  2.01  0.79
C  -8.69  -5.54  0.09  -0.34
C  -7.42  -5.34  0.45  -0.34
C  -6.68  -4.14  0.02  0.44
O  -5.51  -3.96  0.35  -0.63
C  -7.40  -3.16  -0.82  -0.34
C  -8.67  -3.36  -1.17  -0.37
C  -9.41  -4.56  -0.74  0.36
O  -10.58  -4.75  -1.07  -0.55
H  -9.24  -6.42  0.40  0.43
H  -6.87  -6.05  1.07  0.43
H  -6.85  -2.28  -1.12  0.43
H  -9.22  -2.65  -1.79  0.43
C  11.98  2.67  0.16  -0.35
C  13.25  2.87  0.52  -0.40
C  13.99  4.07  0.09  0.30
O  15.15  4.25  0.42  -0.52
C  13.27  5.05  -0.75  -0.36
C  11.99  4.85  -1.11  -0.35
C  11.26  3.65  -0.68  0.39
O  10.09  3.47  -1.00  -0.43
H  11.42  1.79  0.47  0.39
H  13.80  2.16  1.13  0.41
H  13.82  5.93  -1.05  0.41
H  11.45  5.56  -1.72  0.41
C  -13.01  -7.16  -3.20  -0.36
C  -12.35  -6.07  -3.59  -0.32
C  -12.16  -5.76  -5.02  0.33
O  -11.55  -4.76  -5.39  -0.56
C  -12.74  -6.70  -6.00  -0.33
C  -13.41  -7.79  -5.61  -0.37
C  -13.59  -8.10  -4.18  0.39
O  -14.21  -9.09  -3.82  -0.55
H  -13.16  -7.40  -2.15  0.44
H  -11.92  -5.37  -2.89  0.55
H  -12.59  -6.46  -7.05  0.41
H  -13.84  -8.49  -6.32  0.41

F_max   6.78 eV/Å
Total charge   +1
HOMO-LUMO gap   5.2239 eV
Highest occupied orbital energy   -0.4042 Ha